# 1
56
Properties=species:S:1:pos:R:3 method="wB97M-V/def2-TZVPD" charge=+1 e_homo_ev=-11.636 lumo_ev=-3.51
C 0.307 6.755 -0.971
C 1.032 6.342 -2.340
N 2.268 6.785 -2.563
C 0.390 5.469 -3.514
N -0.453 4.324 -3.062
C -1.485 4.216 -2.070
N -2.070 2.896 -1.993
C -1.400 2.068 -2.984
C -0.380 3.004 -3.666
C 0.523 2.415 -4.847
C 1.261 1.084 -4.259
C 2.106 1.436 -2.924
O 2.210 0.588 -1.991
O 2.728 2.723 -2.750
H -0.787 7.037 -1.233
H 0.796 7.678 -0.516
H 0.293 5.843 -0.279
H 2.579 7.351 -1.745
H -0.264 6.174 -4.152
H 1.227 5.110 -4.225
H -1.838 5.067 -1.397
H -2.837 2.546 -1.390
H -1.566 0.973 -3.279
H 1.361 3.172 -5.102
H -0.084 2.197 -5.796
H 1.929 0.610 -5.067
H 0.481 0.301 -3.954
H 2.490 3.068 -1.851
C 0.167 -2.169 0.993
C -0.999 -2.753 1.478
C -2.210 -2.073 1.387
C -2.241 -0.808 0.803
C -1.074 -0.214 0.321
C 0.132 -0.900 0.419
N -3.517 -0.099 0.682
O -4.513 -0.640 1.130
O -3.514 1.000 0.132
H 1.108 -2.704 1.060
H -0.965 -3.741 1.925
H -3.111 -2.540 1.769
H -1.088 0.772 -0.130
H 1.045 -0.448 0.045
C 0.465 -8.074 5.757
C 0.247 -6.876 6.430
C 0.431 -5.664 5.773
C 0.831 -5.665 4.437
C 1.058 -6.862 3.760
C 0.874 -8.069 4.426
N 1.002 -4.392 3.733
O 0.813 -3.362 4.363
O 1.322 -4.431 2.551
H 0.314 -9.018 6.272
H -0.071 -6.886 7.468
H 0.258 -4.737 6.309
H 1.374 -6.872 2.722
H 1.045 -9.006 3.908



# 2
53
Properties=species:S:1:pos:R:3 method="wB97M-V/def2-TZVPD" charge=+2 relative_energy_kj_mol=294.1 e_homo_ev="-13.769 / -13.769" lumo_ev="-8.83 / -8.83"
Au -0.253 -1.963 -0.512
S 1.278 0.707 -3.677
C 2.711 0.582 -2.850
C 4.005 0.778 -3.346
C 5.047 0.590 -2.479
C 4.865 0.198 -1.093
C 3.646 -0.010 -0.578
C 2.498 0.194 -1.435
N 1.289 0.071 -1.057
C 0.356 0.451 -2.067
C -1.633 1.560 -2.138
C -2.794 2.420 -2.178
C -3.981 1.856 -2.427
C -4.118 0.418 -2.632
C -3.079 -0.441 -2.572
C -1.789 0.110 -2.337
H 4.175 1.054 -4.379
H 6.057 0.733 -2.848
H 5.738 0.076 -0.464
H 3.497 -0.303 0.454
H -2.705 3.485 -2.004
H -4.868 2.475 -2.475
H -5.107 0.025 -2.839
H -3.205 -1.509 -2.700
C -0.758 -1.246 5.158
N -0.695 -0.930 3.718
C -0.561 0.505 3.437
C -0.975 -1.833 2.762
S -1.714 -1.289 1.275
N -0.759 -3.136 2.997
C 0.294 -3.614 3.911
C -1.342 -4.202 2.175
H -1.351 -0.473 5.644
H 0.229 -1.257 5.620
H -1.249 -2.197 5.320
H 0.113 0.929 4.181
H -1.523 1.014 3.504
H -0.147 0.661 2.448
H 0.961 -2.806 4.186
H 0.873 -4.374 3.388
H -0.122 -4.066 4.810
H -2.295 -3.898 1.762
H -1.489 -5.076 2.807
H -0.669 -4.473 1.357
C 0.227 4.146 -2.761
C 0.365 3.110 -1.628
C -0.338 1.820 -1.907
N -0.657 -0.555 -2.264
H 0.927 4.966 -2.596
H -0.779 4.564 -2.796
H 0.445 3.701 -3.734
H -0.060 3.531 -0.713
H 1.420 2.921 -1.427



# 3
59
Properties=species:S:1:pos:R:3 method="wB97M-V/def2-TZVPD" charge=0 smiles="C#CCCCc1cnc2c(B(N)O)c(F)c(O)c(C#C)c2n1.COC(=O)OC.COC(=O)OC" e_homo_ev=-8.958 lumo_ev=-0.63
C -1.692 4.947 1.742
C -1.888 3.813 1.403
C -2.125 2.428 0.986
C -1.012 1.889 0.066
C -1.319 2.070 -1.449
C -0.443 3.156 -2.041
C -1.064 4.260 -2.678
N -0.389 5.250 -3.207
C 0.971 5.144 -3.128
C 1.774 6.183 -3.703
B 1.153 7.459 -4.464
N -0.138 8.060 -4.135
O 1.849 8.031 -5.501
C 3.134 6.092 -3.602
F 3.958 7.030 -4.080
C 3.756 4.982 -2.967
O 5.122 4.930 -2.900
C 2.986 3.974 -2.449
C 3.652 2.851 -1.856
C 4.245 1.829 -1.653
C 1.560 4.035 -2.497
N 0.857 3.003 -1.948
H -1.684 5.887 2.241
H -2.115 1.843 1.911
H -3.115 2.336 0.538
H -0.086 2.403 0.321
H -0.844 0.827 0.251
H -1.138 1.130 -1.973
H -2.377 2.311 -1.564
H -2.148 4.289 -2.723
H -0.852 7.509 -4.603
H -0.284 7.939 -3.137
H 2.363 7.372 -5.981
H 5.421 5.087 -1.998
H 4.826 0.943 -1.556
C -1.616 -4.593 1.771
O -0.378 -4.753 1.075
C 0.085 -3.637 0.514
O -0.442 -2.556 0.551
O 1.235 -3.923 -0.095
C 1.848 -2.807 -0.744
H -1.881 -5.564 2.179
H -1.508 -3.885 2.591
H -2.402 -4.268 1.092
H 2.089 -2.028 -0.024
H 1.199 -2.412 -1.524
H 2.766 -3.173 -1.196
C -3.687 -9.943 6.430
O -2.448 -10.098 5.737
C -1.990 -8.979 5.178
O -2.524 -7.902 5.214
O -0.838 -9.260 4.569
C -0.233 -8.139 3.924
H -3.944 -10.918 6.834
H -3.584 -9.233 7.249
H -4.471 -9.621 5.748
H 0.006 -7.361 4.648
H -0.885 -7.745 3.146
H 0.688 -8.490 3.468



# 4
59
Properties=species:S:1:pos:R:3 method="wB97M-V/def2-TZVPD" spin_multiplicity=3 charge=+1 e_homo_ev="-10.827 / -10.834" s_squared=2.005 lumo_ev="-2.71 / -2.80"
Ni -0.110 -0.317 -0.708
C -0.784 -0.742 4.672
N -0.076 -0.673 3.389
C 1.287 -0.608 3.288
C 1.539 -0.500 1.965
N 0.379 -0.533 1.277
C -0.613 -0.648 2.161
P -2.423 -0.716 1.767
C -2.443 -1.767 0.311
N -1.615 -1.759 -0.719
C -2.058 -2.717 -1.624
C -3.188 -3.341 -1.129
N -3.389 -2.742 0.092
C -4.447 -3.075 1.034
C -2.419 0.872 0.783
N -1.608 1.084 -0.228
C -1.985 2.241 -0.837
C -3.091 2.719 -0.209
N -3.345 1.836 0.842
C -4.299 2.117 1.919
H -0.513 0.117 5.316
H -0.541 -1.661 5.206
H -1.868 -0.671 4.527
H 1.942 -0.634 4.112
H 2.451 -0.420 1.398
H -1.576 -2.888 -2.564
H -3.791 -4.147 -1.481
H -5.194 -2.306 1.075
H -3.970 -3.289 1.973
H -4.916 -3.968 0.679
H -1.406 2.614 -1.654
H -3.566 3.670 -0.250
H -3.948 2.843 2.692
H -4.592 1.221 2.465
H -5.145 2.551 1.473
Cl 4.828 6.328 -2.081
C 4.065 4.766 -2.020
C 2.866 4.542 -1.320
C 2.269 3.291 -1.397
C 2.846 2.253 -2.087
C 4.067 2.477 -2.742
C 4.672 3.721 -2.712
C 2.097 0.941 -2.215
O 2.559 -0.071 -2.736
O 0.881 1.002 -1.708
H 2.432 5.356 -0.801
H 1.317 3.190 -0.861
H 4.489 1.662 -3.289
H 5.645 3.855 -3.218
C 3.595 -2.104 -0.672
S 1.807 -2.273 -0.926
C 1.940 -3.143 -2.469
O 1.345 -3.282 0.082
H 3.920 -3.136 -0.630
H 3.675 -1.687 0.348
H 4.021 -1.422 -1.390
H 2.483 -2.540 -3.164
H 0.935 -3.446 -2.767
H 2.564 -4.044 -2.241



# 5
53
Properties=species:S:1:pos:R:3 method="wB97M-V/def2-TZVPD" charge=+1 relative_energy_kj_mol=15.3 e_homo_ev=-11.364 lumo_ev=-2.35
Cs 0.242 -0.278 0.310
C 3.752 1.717 -0.452
O 3.129 0.829 0.464
C 4.068 -0.025 1.095
C 3.349 -0.911 2.080
O 2.308 -1.697 1.510
C 2.645 -2.956 0.939
C 2.963 -2.905 -0.534
O 1.842 -2.398 -1.239
C 2.062 -2.381 -2.642
H 4.460 2.375 0.059
H 2.970 2.322 -0.908
H 4.275 1.160 -1.235
H 4.811 0.564 1.649
H 4.615 -0.600 0.340
H 2.870 -0.298 2.845
H 4.077 -1.556 2.584
H 1.780 -3.599 1.103
H 3.488 -3.403 1.479
H 3.191 -3.928 -0.864
H 3.844 -2.292 -0.751
H 2.228 -3.391 -3.027
H 2.923 -1.753 -2.890
H 1.172 -1.963 -3.109
C -2.550 -3.610 -2.060
C -3.856 -3.165 -2.179
C -4.208 -1.937 -1.642
C -3.236 -1.175 -1.002
N -1.982 -1.607 -0.897
C -1.644 -2.797 -1.403
C -3.557 0.195 -0.397
C -4.869 0.650 -0.366
C -5.133 1.895 0.171
C -4.088 2.658 0.655
C -2.798 2.145 0.598
N -2.544 0.931 0.085
C -1.620 2.972 1.119
C -1.786 4.278 1.569
C -0.683 4.984 2.019
C 0.560 4.373 2.019
C 0.643 3.068 1.565
N -0.421 2.394 1.120
H -2.231 -4.561 -2.462
H -4.603 -3.760 -2.687
H -5.224 -1.583 -1.734
H -0.600 -3.090 -1.280
H -5.681 0.046 -0.741
H -6.148 2.267 0.216
H -4.290 3.630 1.078
H -2.758 4.748 1.567
H -0.800 6.003 2.363
H 1.450 4.883 2.361
H 1.594 2.533 1.541



# 6
52
Properties=species:S:1:pos:R:3 method="wB97M-V/def2-TZVPD" charge=0 smiles="CCN(CC)CCNCc1nc2ccccc2c(=O)n1-c1ccc(F)cc1" relative_energy_kj_mol=12.4 e_homo_ev=-8.175 lumo_ev=0.59
C 2.026 3.685 0.846
C 0.755 2.857 0.674
N -0.450 3.645 0.852
C -0.634 4.244 2.157
C -0.868 3.308 3.351
C -1.622 3.061 0.244
C -1.958 1.592 0.576
N -1.186 0.656 -0.227
C -1.618 -0.718 -0.011
C -0.953 -1.634 -0.998
N -1.572 -1.873 -2.095
C -0.998 -2.709 -3.017
C -1.669 -2.969 -4.216
C -1.111 -3.819 -5.143
C 0.121 -4.428 -4.902
C 0.795 -4.181 -3.728
C 0.245 -3.320 -2.777
C 0.950 -3.045 -1.532
O 2.025 -3.503 -1.208
N 0.270 -2.159 -0.681
C 0.932 -1.830 0.540
C 0.928 -2.742 1.587
C 1.595 -2.444 2.760
C 2.263 -1.236 2.856
F 2.909 -0.937 4.001
C 2.288 -0.324 1.816
C 1.617 -0.629 0.646
H 2.877 3.131 0.456
H 2.220 3.910 1.892
H 1.938 4.619 0.298
H 0.788 1.987 1.346
H 0.720 2.476 -0.349
H 0.253 4.848 2.357
H -1.482 4.931 2.078
H -1.835 2.816 3.283
H -0.848 3.889 4.270
H -0.089 2.552 3.410
H -2.476 3.680 0.527
H -1.502 3.137 -0.844
H -1.736 1.376 1.623
H -3.042 1.446 0.425
H -1.311 0.881 -1.212
H -1.356 -0.999 1.014
H -2.708 -0.833 -0.143
H -2.621 -2.493 -4.386
H -1.631 -4.020 -6.068
H 0.544 -5.093 -5.640
H 1.751 -4.636 -3.514
H 0.409 -3.682 1.478
H 1.608 -3.133 3.589
H 2.832 0.600 1.925
H 1.616 0.061 -0.182



# 7
50
Properties=species:S:1:pos:R:3 method="wB97M-V/def2-TZVPD" charge=0 smiles=c1ccc(NCc2nc3c(OCC4CCCCC4)cccc3[nH]2)cc1 relative_energy_kj_mol=393.6 e_homo_ev=-8.044 lumo_ev=0.56
C -3.101 -7.118 -0.731
C -2.546 -7.222 -2.051
C -1.814 -6.239 -2.641
C -1.525 -5.080 -1.883
N -0.707 -4.045 -2.291
C 0.158 -3.271 -1.548
C -0.275 -1.873 -1.423
N 0.259 -1.005 -0.602
C -0.596 0.087 -0.695
C -0.586 1.372 -0.059
O 0.255 1.666 1.048
C 1.579 1.837 0.639
C 2.239 3.038 1.241
C 2.431 2.950 2.748
C 3.319 3.960 3.389
C 2.684 5.352 3.025
C 2.412 5.542 1.553
C 1.729 4.394 0.851
C -1.672 2.386 -0.337
C -2.614 2.082 -1.302
C -2.559 0.846 -1.950
C -1.561 -0.070 -1.644
N -1.335 -1.262 -2.189
C -2.070 -4.953 -0.580
C -2.921 -5.930 0.008
H -3.705 -7.884 -0.281
H -2.585 -8.144 -2.593
H -1.509 -6.363 -3.617
H -0.569 -4.027 -3.261
H 1.116 -3.235 -2.095
H 0.370 -3.674 -0.547
H 1.663 1.925 -0.443
H 2.307 1.103 0.892
H 3.204 3.047 0.774
H 2.846 1.981 2.926
H 1.433 2.844 3.207
H 3.239 3.697 4.468
H 4.381 3.684 3.106
H 3.325 6.177 3.423
H 1.733 5.408 3.654
H 3.298 5.803 0.947
H 1.794 6.417 1.454
H 0.766 4.294 1.294
H 1.579 4.456 -0.160
H -1.771 3.320 0.232
H -3.438 2.758 -1.440
H -3.363 0.457 -2.602
H -1.942 -1.829 -2.810
H -1.890 -4.080 -0.059
H -3.462 -5.577 0.952



# 8
53
Properties=species:S:1:pos:R:3 method="wB97M-V/def2-TZVPD" charge=0 smiles="COC[C@H](C)n1c(SCC(=O)c2cc(C)n(C)c2C)nc2ccccc2c1=O" relative_energy_kj_mol=169.1 e_homo_ev=-8.094 lumo_ev=0.52
C -0.357 3.602 -4.422
O 0.855 3.294 -3.779
C 0.827 3.400 -2.378
C 0.055 2.242 -1.702
C -1.332 2.641 -1.201
N 0.824 1.676 -0.594
C 1.038 0.333 -0.486
S 0.325 -0.709 -1.714
C 0.809 -2.361 -1.124
C -0.419 -3.245 -0.956
O -0.544 -4.236 -1.652
C -1.376 -2.818 0.039
C -1.212 -1.812 1.035
C -2.377 -1.726 1.735
C -2.725 -0.833 2.873
N -3.260 -2.643 1.209
C -4.611 -2.858 1.644
C -2.669 -3.312 0.190
C -3.379 -4.353 -0.591
N 1.701 -0.234 0.459
C 2.238 0.533 1.452
C 2.977 -0.074 2.473
C 3.503 0.698 3.482
C 3.306 2.079 3.504
C 2.577 2.688 2.508
C 2.038 1.923 1.472
C 1.263 2.551 0.410
O 0.995 3.734 0.362
H -0.133 3.652 -5.486
H -0.747 4.571 -4.088
H -1.118 2.832 -4.255
H 1.877 3.363 -2.078
H 0.411 4.365 -2.066
H -0.038 1.452 -2.455
H -1.242 3.426 -0.455
H -1.941 3.005 -2.023
H -1.825 1.779 -0.755
H 1.338 -2.195 -0.186
H 1.469 -2.797 -1.875
H -0.326 -1.244 1.232
H -1.880 -0.184 3.084
H -3.588 -0.210 2.637
H -2.949 -1.405 3.774
H -4.766 -2.392 2.614
H -4.811 -3.927 1.730
H -5.321 -2.430 0.931
H -4.312 -3.966 -1.001
H -3.614 -5.214 0.036
H -2.737 -4.685 -1.402
H 3.121 -1.143 2.444
H 4.077 0.230 4.269
H 3.727 2.667 4.305
H 2.407 3.754 2.498